Density functional theory data (ωB97M-V with the def2-TZVPD basis set) for the ion C7H10 with charge -1.

The calculation puts the LUMO energy (alpha / beta) at 4.38 / 4.32 eV. Its charge is -1. The relative energy (zero: lowest compared OMol25 entry of this formula, charge and spin) is 45.6 kcal per mole. As for the spin multiplicity: 2. Its expectation value of S² is 0.777.

The geometry in XYZ format:
```
17
Properties=species:S:1:pos:R:3:mulliken_spin:R:1
C 0.126 -0.401 0.885 -0.071
C 0.673 -0.139 -0.439 0.161
C -2.061 -1.010 2.072 -0.062
C 0.740 1.285 -0.857 0.008
C 0.629 1.667 -2.146 0.052
C -1.176 -0.085 1.256 0.469
C 1.395 -1.098 -1.128 0.342
H 1.190 1.858 -0.055 0.018
H 0.832 0.932 -2.921 0.029
H 2.059 -0.951 -1.975 0.015
H 1.661 -1.964 -0.514 -0.005
H -1.792 -0.794 3.117 0.040
H -1.524 0.890 0.911 0.011
H 0.674 2.701 -2.475 -0.014
H 0.710 -1.119 1.468 -0.002
H -3.118 -0.836 1.881 0.010
H -1.801 -2.042 1.850 0.000
```

Density functional theory data (ωB97M-V with the def2-TZVPD basis set) for a structure of composition C6H19LuNO2PSi.

The calculation puts the LUMO energy at -11.62 eV. Its charge is +2.

The geometry in XYZ format:
```
31
Properties=species:S:1:pos:R:3:nbo_charge:R:1
Lu -1.160 3.663 1.379 2.241
P -0.632 0.978 2.526 1.253
Si 1.154 -0.217 -1.095 1.588
O 0.596 0.525 1.583 -0.804
O -1.625 -0.169 1.983 -0.790
N -2.128 0.278 -0.223 -0.823
C -1.742 -2.010 0.435 -0.633
C 0.106 -0.496 -2.611 -1.115
C 2.538 -1.447 -1.100 -1.114
C 1.843 1.538 -1.051 -1.069
C 0.206 -0.429 0.577 -0.349
C -1.293 -0.596 0.629 0.389
H 1.256 2.152 -0.360 0.152
H -1.306 -2.645 1.190 0.240
H 0.600 -1.360 0.972 0.238
H 3.406 -1.097 -0.564 0.258
H -0.609 0.304 -2.762 0.218
H 2.803 -1.646 -2.129 0.263
H 2.222 -2.390 -0.674 0.255
H -1.497 -2.363 -0.555 0.238
H -2.814 -2.044 0.550 0.253
H -0.945 1.868 1.302 -0.416
H 1.764 1.976 -2.038 0.253
H 0.220 2.296 2.852 -0.214
H -2.549 1.061 0.246 0.341
H -1.757 1.700 3.185 -0.110
H -1.742 0.508 -1.125 0.390
H -0.396 -1.450 -2.638 0.262
H 2.875 1.542 -0.743 0.272
H -0.166 0.401 3.721 0.058
H 0.772 -0.429 -3.460 0.274
```

Density functional theory data (ωB97M-V with the def2-TZVPD basis set) for an isolated molecule of C5H6O2.

The calculation puts the LUMO energy at 0.90 eV. Its charge is 0. The relative energy (zero: lowest compared OMol25 entry of this formula, charge and spin) is 91.6 kcal per mole. Its structure (SMILES) is C#CO/C=C\CO.

The geometry in XYZ format:
```
13
Properties=species:S:1:pos:R:3:nbo_charge:R:1
O -1.585 -0.308 0.878 -0.710
O 0.681 1.452 0.660 -0.478
C -0.391 0.347 -1.152 -0.272
C 1.314 0.340 0.941 0.302
C -1.076 -0.748 -0.362 -0.105
C 1.896 -0.677 1.214 -0.387
C 0.173 1.433 -0.642 0.120
H -1.955 -1.008 -0.960 0.195
H 2.501 -1.509 1.488 0.248
H -0.883 -0.369 1.539 0.476
H -0.500 0.311 -2.229 0.220
H 0.293 2.394 -1.127 0.202
H -0.469 -1.656 -0.248 0.188
```

Density functional theory data (ωB97M-V with the def2-TZVPD basis set) for an isolated molecule of C9H11P.

The calculation puts the LUMO energy at 0.95 eV. Its charge is 0. The relative energy (zero: lowest compared OMol25 entry of this formula, charge and spin) is 0.0 kcal per mole. Its structure (SMILES) is C[C@H]1CP1c1ccccc1.

The geometry in XYZ format:
```
21
Properties=species:S:1:pos:R:3:nbo_charge:R:1
P 0.391 -1.201 -1.106 0.623
C 1.377 -0.036 -0.067 -0.305
C -2.566 -0.765 -1.426 -0.621
C 1.801 1.192 -0.651 -0.218
C 2.430 2.111 0.171 -0.204
C -1.401 -0.705 -0.465 -0.373
C 1.558 -0.283 1.334 -0.225
C 2.655 1.829 1.468 -0.208
C 2.171 0.636 2.087 -0.206
C -0.868 -2.015 -0.003 -0.675
H -1.372 -2.847 -0.453 0.231
H -1.399 0.104 0.222 0.226
H 2.765 3.109 -0.220 0.214
H -2.320 -1.415 -2.329 0.222
H -3.425 -1.292 -0.788 0.202
H 3.133 2.618 2.087 0.212
H -0.664 -2.261 1.076 0.232
H 2.155 0.542 3.083 0.207
H 1.110 -1.279 1.503 0.223
H 1.742 1.458 -1.702 0.222
H -2.774 0.296 -1.595 0.223
```

Density functional theory data (ωB97M-V with the def2-TZVPD basis set) for a structure of composition C27H41N7OPdS.

The calculation puts the LUMO energy (alpha / beta) at -2.21 / -5.20 eV. Its charge is +1. As for the spin multiplicity: 6. Its expectation value of S² is 8.801.

The geometry in XYZ format:
```
78
Properties=species:S:1:pos:R:3:mulliken_spin:R:1
Pd 0.215 0.094 -0.129 1.371
S 2.469 -0.665 0.396 0.438
O 0.148 -0.021 2.171 0.447
N -1.699 -3.030 1.662 0.034
N -0.558 3.381 -0.617 0.009
N -2.352 2.800 -1.988 0.032
N -1.643 1.372 -0.264 0.228
N 1.300 0.154 2.730 0.505
N -1.485 -1.267 0.094 0.342
N -0.314 -3.222 -0.197 0.022
C 0.700 -4.090 0.395 0.005
C -2.798 0.719 -0.043 0.203
C -4.065 1.344 0.072 -0.041
C -2.208 -2.212 2.757 0.007
C 1.855 0.276 -5.344 0.000
C -5.189 0.602 0.275 0.095
C -1.540 2.518 -0.951 -0.017
C -2.653 4.159 -2.410 0.001
C 0.391 0.566 -3.394 -0.035
C 0.434 2.323 -5.106 -0.001
C 0.507 0.813 -4.840 0.001
C 3.718 0.758 3.964 0.472
C 2.480 0.787 4.697 0.025
C -3.916 -1.454 0.298 -0.026
C -0.057 -2.892 -1.596 0.010
C 3.705 0.318 2.647 -0.160
C -0.629 0.104 -5.588 0.000
C 0.185 3.132 0.614 0.052
C 2.547 -0.023 1.982 0.359
C -2.711 -0.718 0.149 0.202
C 0.299 3.950 -1.665 0.004
C -1.865 -4.464 1.870 0.003
C 1.319 0.477 4.102 0.081
C 0.294 0.369 -2.199 0.252
C -2.926 1.755 -2.823 0.003
C -1.188 -2.524 0.529 -0.016
C -5.117 -0.814 0.354 0.084
H -3.994 1.627 -2.630 0.007
H 1.136 3.269 -1.840 0.002
H 0.853 2.267 0.470 -0.035
H 1.249 2.842 -4.600 0.000
H 2.475 1.050 5.746 0.001
H -1.658 -5.012 0.957 0.000
H -4.118 2.422 0.003 0.000
H -0.026 -3.819 -2.169 0.002
H -2.215 4.383 -3.386 0.002
H 4.630 0.216 2.096 -0.012
H 0.576 -4.165 1.469 0.003
H -0.512 2.736 -4.744 0.001
H -2.291 4.873 -1.676 0.001
H 0.897 -2.370 -1.691 -0.013
H -0.832 -2.240 -1.986 -0.008
H -1.605 0.462 -5.257 0.001
H -3.297 -2.272 2.805 0.004
H 1.936 -0.795 -5.156 0.000
H 1.951 0.447 -6.418 0.000
H -1.221 -4.832 2.670 0.001
H 0.345 0.459 4.564 0.024
H -0.492 2.930 1.439 -0.005
H -0.587 -0.973 -5.420 0.000
H -3.866 -2.533 0.355 -0.002
H -2.392 0.821 -2.666 -0.006
H 0.664 -5.084 -0.051 0.000
H 1.676 -3.642 0.199 -0.001
H 2.683 0.772 -4.837 0.000
H -0.233 4.071 -2.599 0.000
H 0.787 4.009 0.834 0.003
H -0.544 0.288 -6.661 0.000
H 0.507 2.524 -6.176 0.000
H -3.737 4.258 -2.496 0.001
H -2.792 2.044 -3.866 0.000
H -1.887 -1.184 2.648 -0.003
H -6.150 1.089 0.367 0.004
H 0.669 4.919 -1.336 0.001
H 4.642 1.030 4.449 0.038
H -2.903 -4.645 2.159 0.001
H -1.793 -2.600 3.688 -0.004
H -6.029 -1.385 0.465 0.004
```

Density functional theory data (ωB97M-V with the def2-TZVPD basis set) for a cluster of 2 separate species, C11H18N3S in total.

The calculation puts the LUMO energy at -2.54 eV. Its charge is +1. The relative energy (zero: lowest compared OMol25 entry of this formula, charge and spin) is 10.1 kcal per mole.

The geometry in XYZ format:
```
33
Properties=species:S:1:pos:R:3:nbo_charge:R:1
S 2.389 0.383 -1.417 0.321
N -0.566 3.080 0.892 -0.480
N 0.194 1.134 1.410 -0.471
N 1.129 -1.275 1.924 -0.838
C 2.240 -1.731 1.058 -0.236
C -2.947 2.883 0.601 -0.709
C 0.250 -1.004 -2.049 -0.069
C 0.578 2.381 1.107 0.234
C 1.170 1.164 -2.373 -0.399
C 1.381 -1.178 -1.288 -0.139
C -0.898 -1.894 -2.310 -0.632
C 1.954 -2.211 -0.351 -0.466
C -1.145 0.969 1.315 -0.054
C -1.677 2.207 0.903 0.164
C 0.165 0.280 -2.684 -0.254
H -0.655 0.601 -3.348 0.229
H -3.011 3.530 -0.232 0.252
H 0.739 0.246 1.719 0.460
H -0.766 -2.324 -3.374 0.240
H 1.221 2.202 -2.788 0.254
H 0.316 -1.857 1.792 0.390
H 1.426 -1.171 2.840 0.392
H 2.990 -2.624 -0.796 0.260
H -1.664 0.039 1.532 0.247
H 2.640 -2.753 1.467 0.195
H 1.246 -3.142 -0.295 0.230
H -0.814 4.092 0.777 0.458
H -3.539 3.413 1.401 0.260
H -3.654 2.105 0.164 0.258
H -0.918 -2.675 -1.606 0.214
H 1.452 2.823 1.496 0.239
H -1.886 -1.351 -2.358 0.227
H 3.190 -1.141 1.135 0.223
```

no.,DFT total energy (eV)
1,-7417.14598
2,-62879.43409
3,-9373.12139
4,-18798.17689
5,-55445.11247
6,-26997.16933